Record 1
Here is C22H24AsClI2OPV as an isolated structure from the Open Molecules 2025 dataset. Energies are from ωB97M-V/def2-TZVPD.

```
53
Properties=species:S:1:pos:R:3
I 3.34 -2.47 -2.72
I -1.62 -2.37 -2.07
V 0.31 -0.66 -1.84
P -0.09 0.11 -4.08
C -1.71 0.21 -4.91
C 0.68 1.69 -4.52
H 1.68 -1.46 -4.56
H 0.91 -0.79 -6.06
H 0.07 -2.05 -5.06
C 0.73 -1.17 -5.05
H 1.71 1.68 -4.15
H 0.66 1.83 -5.61
H -1.57 0.40 -5.99
H -2.33 1.01 -4.49
H 0.13 2.50 -4.03
H -2.25 -0.74 -4.79
C -1.14 0.54 -1.66
O -2.11 1.20 -1.60
Cl 2.25 0.54 -1.76
C -0.36 4.02 3.42
C 0.33 4.01 2.20
C 0.41 2.86 1.41
C -0.24 1.69 1.82
C -0.97 1.69 3.02
C -1.03 2.85 3.81
As -0.01 0.05 0.72
C 1.63 -0.65 1.54
C 2.10 -1.89 1.08
C 3.35 -2.35 1.51
C 4.14 -1.57 2.36
C 3.67 -0.32 2.79
C 2.42 0.15 2.38
C -1.49 -0.97 1.50
C -1.26 -2.18 2.17
C -2.35 -2.95 2.60
C -3.66 -2.53 2.37
C -3.87 -1.31 1.70
C -2.80 -0.53 1.26
H -0.38 4.92 4.05
H 0.85 4.90 1.86
H 0.97 2.87 0.47
H -1.49 0.78 3.36
H -1.58 2.82 4.74
H 1.52 -2.46 0.35
H 3.71 -3.31 1.17
H 5.12 -1.93 2.69
H 4.28 0.30 3.44
H 2.07 1.12 2.73
H -0.25 -2.53 2.37
H -2.15 -3.88 3.13
H -4.51 -3.14 2.70
H -4.88 -0.95 1.52
H -2.97 0.41 0.72
```

As for the HOMO energy (alpha / beta): -0.642 / -0.642 hartree. Its electronic energy is -5503.5459 hartree. The value obtained for the energy above the lowest of the compared OMol25 structures with the same formula, charge and spin is 0.0 kJ/mol. Its spin multiplicity is 2. Its net charge is +3. The value obtained for the HOMO-LUMO gap (alpha / beta) is 4.29 / 4.36 eV. The LUMO energy (alpha / beta) is -0.4844 / -0.4821 hartree.

Results of the Mulliken charge analysis, in e, for atoms 1 through 2: atom 1 (I): 0.257, atom 2 (I): 0.145

Record 2
Here is one molecule with the formula C2H8BNO3 from the Open Molecules 2025 dataset. Energies are from ωB97M-V/def2-TZVPD.

```
15
Properties=species:S:1:pos:R:3
C -2.46 -0.01 0.54
N -1.72 0.41 -0.65
O -0.35 0.77 -0.48
B 0.72 -0.54 -0.22
O 0.27 -1.80 -0.30
O 2.03 -0.36 0.08
C 2.49 0.95 0.10
H -2.27 -1.05 0.87
H -2.14 0.46 1.41
H -3.43 0.09 0.14
H -1.71 -0.22 -1.38
H 0.88 -2.47 -0.56
H 3.34 0.91 -0.42
H 2.69 1.18 1.22
H 1.66 1.69 -0.34
```

As for the HOMO energy: -0.312 hartree. Its electronic energy is -386.3178 hartree. The value obtained for the energy above the lowest of the compared OMol25 structures with the same formula, charge and spin is 333.1 kJ/mol. Its net charge is 0. The value obtained for the HOMO-LUMO gap is 8.93 eV. The LUMO energy is 0.0160 hartree.

Results of the Mulliken charge analysis, in e, for atoms 1 through 2: atom 1 (C): -0.763, atom 2 (N): -0.264

Record 3
Here is C46H46N2O9P4Ti as an isolated structure from the Open Molecules 2025 dataset. Energies are from ωB97M-V/def2-TZVPD.

```
108
Properties=species:S:1:pos:R:3
Ti 0.55 0.19 0.27
C -2.42 0.89 -1.99
O -1.25 0.13 -1.70
C -0.53 -0.31 -2.77
C -0.87 -0.15 -4.10
C -0.08 -0.72 -5.09
C 1.05 -1.45 -4.76
C 1.38 -1.63 -3.43
C 0.62 -1.04 -2.44
N 0.76 -1.28 -1.05
N 0.80 -2.53 -0.76
C 0.22 -3.03 0.33
C -0.76 -2.24 1.01
O -0.76 -0.94 0.86
C -1.80 -2.90 1.69
C -1.77 -4.26 1.85
C -0.73 -5.07 1.30
C -0.70 -6.46 1.50
C 0.29 -7.22 0.93
C 1.26 -6.61 0.13
C 1.25 -5.25 -0.08
C 0.27 -4.46 0.52
H -3.10 0.33 -2.64
H -2.15 1.83 -2.48
H -2.90 1.07 -1.04
H -1.76 0.40 -4.38
H -0.36 -0.59 -6.12
H 1.64 -1.92 -5.53
H 2.23 -2.25 -3.14
H -2.62 -2.32 2.09
H -2.57 -4.75 2.39
H -1.48 -6.92 2.10
H 0.32 -8.29 1.10
H 2.03 -7.22 -0.33
H 2.01 -4.78 -0.68
C -1.18 1.06 4.06
C -1.84 1.54 2.78
P -0.96 2.18 1.24
C -2.20 3.53 0.93
C -3.01 3.67 -0.18
C -3.90 4.74 -0.28
C -3.98 5.68 0.73
C -3.17 5.55 1.85
C -2.29 4.49 1.96
C 0.48 3.34 1.47
C 1.68 2.94 2.06
C 2.78 3.79 2.12
C 2.72 5.04 1.53
C 1.56 5.43 0.88
C 0.45 4.59 0.85
C -0.49 -0.30 3.99
P 1.06 -0.30 2.98
C 1.63 -2.04 3.14
C 1.03 -2.95 4.01
C 1.64 -4.17 4.28
C 2.84 -4.50 3.68
C 3.44 -3.61 2.80
C 2.84 -2.39 2.53
C 2.23 0.43 4.22
C 3.21 -0.35 4.83
C 3.97 0.15 5.88
C 3.74 1.43 6.36
C 2.80 2.23 5.74
C 2.08 1.75 4.66
H -1.98 0.97 4.81
H -0.52 1.83 4.45
H -2.56 2.31 3.04
H -2.41 0.70 2.34
H -2.96 2.97 -1.00
H -4.53 4.83 -1.16
H -4.66 6.52 0.65
H -3.21 6.28 2.64
H -1.66 4.41 2.83
H 1.78 1.97 2.51
H 3.68 3.47 2.63
H 3.58 5.70 1.56
H 1.51 6.39 0.38
H -0.43 4.93 0.33
H -1.18 -1.03 3.56
H -0.23 -0.62 5.00
H 0.11 -2.70 4.52
H 1.18 -4.86 4.98
H 3.32 -5.45 3.90
H 4.39 -3.86 2.33
H 3.35 -1.68 1.91
H 3.38 -1.37 4.52
H 4.72 -0.48 6.33
H 4.31 1.81 7.20
H 2.62 3.24 6.09
H 1.41 2.44 4.15
C 4.28 1.00 -2.96
C 3.61 1.43 -1.66
O 4.36 2.41 -0.95
P 3.62 0.10 -0.41
O 3.62 -1.35 -1.05
O 5.01 0.17 0.31
O 2.48 0.17 0.58
P 1.92 2.19 -1.91
O 1.45 1.73 -3.36
O 2.11 3.64 -1.80
O 0.94 1.51 -0.93
H 5.29 0.65 -2.77
H 4.34 1.85 -3.64
H 3.70 0.21 -3.44
H 3.96 3.28 -1.13
H 4.47 -1.64 -1.40
H 5.36 1.08 0.40
H 1.52 2.47 -4.00
```

As for the HOMO energy: -0.478 hartree. Its electronic energy is -4781.8569 hartree. The value obtained for the energy above the lowest of the compared OMol25 structures with the same formula, charge and spin is 225.5 kJ/mol. Its net charge is +2. The value obtained for the HOMO-LUMO gap is 6.57 eV. The LUMO energy is -0.2369 hartree.

Results of the Mulliken charge analysis, in e, for atoms 1 through 2: atom 1 (Ti): -1.170, atom 2 (C): -1.818